A structure of composition C4H5IrLiO7 in a non-equilibrium geometry, computed with wB97M-V/def2-TZVPD.

XYZ file:
```
18
C4H5IrLiO7 (wB97M-V/def2-TZVPD)
O 3.968 -0.939 -0.070
C 2.993 -0.155 0.151
O 3.222 1.082 0.318
O 1.785 -0.646 0.120
C 0.681 0.268 0.009
O -1.607 0.381 -0.322
C -3.096 0.094 0.078
C -0.590 -0.544 -0.146
O -3.152 -0.973 0.861
O -3.693 -0.029 -1.106
Ir 4.947 0.612 0.182
Li -3.659 -1.852 -0.710
H 0.836 0.922 -0.859
H 0.625 0.880 0.918
H -0.497 -1.200 -1.030
H -0.683 -1.203 0.736
O -3.624 1.229 0.793
H -3.776 1.904 0.125
```

Results
spin multiplicity: 5
gap between HOMO and LUMO (spin up / spin down): 6.77 / 5.07 eV
net charge: +1
HOMO level (spin up / spin down): -0.476 / -0.450 Ha
energy above the lowest of the compared OMol25 structures with the same formula, charge and spin: 1.8 kcal per mole